{"formula": "C25H32N11O2SSc", "method": "wB97M-V/def2-TZVPD", "e_tot_ev": -78455.7898, "lumo_ev": -5.769, "fmax_ev_per_a": 0.80, "charge": 2, "elements": ["Sc", "C", "C", "C", "C", "N", "C", "C", "C", "C", "C", "C", "N", "C", "C", "C", "C", "C", "N", "H", "H", "H", "H", "H", "H", "H", "H", "H", "H", "H", "S", "C", "C", "C", "C", "C", "N", "H", "H", "H", "H", "N", "N", "C", "N", "N", "N", "O", "O", "H", "H", "H", "H", "H", "C", "C", "C", "C", "N", "N", "H", "H", "H", "H", "H", "H", "H", "H", "H", "H", "H", "H"], "positions_angstrom": [[-0.923, -0.011, -0.160], [0.029, 4.147, -1.836], [-0.183, 4.033, -3.199], [-0.564, 2.804, -3.708], [-0.712, 1.724, -2.850], [-0.482, 1.824, -1.529], [-0.130, 3.025, -1.049], [-1.208, 0.410, -3.318], [-1.330, 0.080, -4.661], [-1.866, -1.149, -4.998], [-2.282, -2.004, -3.992], [-2.123, -1.611, -2.673], [-1.578, -0.433, -2.349], [-2.586, -2.423, -1.527], [-3.317, -3.594, -1.678], [-3.797, -4.243, -0.554], [-3.547, -3.694, 0.694], [-2.796, -2.538, 0.760], [-2.308, -1.918, -0.316], [0.308, 5.088, -1.383], [-0.068, 4.886, -3.854], [-0.767, 2.700, -4.763], [0.019, 3.093, 0.021], [-1.011, 0.762, -5.433], [-1.970, -1.435, -6.036], [-2.716, -2.959, -4.244], [-3.528, -3.995, -2.658], [-4.371, -5.154, -0.652], [-3.933, -4.147, 1.596], [-2.582, -2.062, 1.707], [-3.256, 1.091, 0.020], [-2.406, 1.960, 1.246], [-2.897, 3.097, 1.905], [-2.121, 3.695, 2.870], [-0.860, 3.164, 3.175], [-0.438, 2.061, 2.480], [-1.183, 1.465, 1.530], [-3.875, 3.476, 1.646], [-2.479, 4.573, 3.391], [-0.234, 3.611, 3.934], [0.536, 1.620, 2.670], [-1.137, -1.219, 3.227], [-0.238, -2.282, 3.193], [0.460, -2.578, 2.081], [1.251, -3.638, 2.128], [0.278, -1.775, 1.015], [0.948, -2.042, -0.115], [1.758, -2.921, -0.261], [0.608, -1.290, -1.052], [-0.780, -0.468, 3.807], [-2.021, -1.531, 3.613], [-0.071, -2.828, 4.026], [1.326, -4.188, 2.969], [1.837, -3.859, 1.337], [4.151, 1.734, 1.493], [3.903, 0.371, 0.847], [4.316, 0.382, -0.621], [4.662, -0.713, 1.603], [2.475, -0.037, 0.933], [1.544, 0.845, 0.304], [5.212, 1.980, 1.444], [3.861, 1.731, 2.547], [3.619, 2.542, 0.982], [5.396, 0.497, -0.700], [3.868, 1.216, -1.167], [4.036, -0.556, -1.105], [5.728, -0.489, 1.618], [4.520, -1.684, 1.125], [4.322, -0.776, 2.640], [2.218, -0.094, 1.913], [1.794, 0.847, -0.681], [1.691, 1.802, 0.631]], "forces_ev_per_a": [[-0.5, 0.6, 0.2], [0.0, 0.1, -0.1], [0.0, 0.0, 0.0], [0.0, 0.0, 0.0], [0.0, 0.0, 0.0], [0.0, 0.2, -0.1], [0.0, -0.1, 0.1], [0.0, 0.0, 0.0], [0.0, 0.0, 0.0], [0.0, 0.0, 0.0], [0.0, 0.0, 0.0], [0.0, 0.0, -0.1], [0.1, 0.1, -0.1], [0.0, -0.1, 0.1], [0.0, 0.0, 0.0], [0.0, 0.0, 0.0], [0.0, 0.0, 0.0], [0.0, 0.0, 0.1], [0.2, -0.1, -0.1], [0.0, 0.0, 0.0], [0.0, 0.0, 0.0], [0.0, 0.0, 0.0], [0.0, 0.0, 0.0], [0.0, 0.0, 0.0], [0.0, 0.0, 0.0], [0.0, 0.0, 0.0], [0.0, 0.0, 0.0], [0.0, 0.0, 0.0], [0.0, 0.0, 0.0], [0.0, 0.0, -0.2], [0.0, -0.2, -0.1], [0.0, 0.0, 0.0], [0.1, 0.1, 0.1], [-0.1, 0.0, -0.1], [0.1, 0.0, 0.1], [0.1, 0.0, 0.0], [0.0, 0.2, 0.1], [0.0, 0.0, 0.0], [0.0, 0.0, 0.0], [0.0, 0.0, 0.0], [0.0, 0.0, 0.0], [0.0, 0.1, 0.1], [0.0, 0.0, 0.0], [-0.1, -0.1, 0.1], [0.1, 0.0, 0.1], [-0.3, 0.1, 0.1], [0.2, -0.6, 0.0], [0.1, 0.1, -0.2], [0.1, -0.2, -0.3], [0.0, 0.0, 0.0], [0.0, 0.0, 0.0], [0.0, 0.0, 0.0], [0.0, 0.0, 0.0], [0.0, 0.0, 0.0], [0.0, 0.0, 0.0], [-0.1, 0.0, 0.0], [0.0, 0.0, 0.0], [0.0, 0.0, -0.1], [0.2, -0.1, 0.0], [-0.1, 0.0, 0.0], [0.0, 0.0, 0.0], [0.0, 0.0, 0.0], [0.0, 0.0, 0.0], [0.0, 0.0, 0.0], [0.0, 0.0, 0.0], [0.0, 0.0, 0.0], [0.0, 0.0, 0.0], [0.0, 0.0, 0.0], [0.0, 0.0, 0.0], [-0.1, 0.0, 0.0], [0.0, 0.0, 0.0], [-0.1, 0.0, -0.1]], "mulliken_charge": [0.057, -1.211, -0.650, -1.133, 0.449, 0.994, 0.104, 1.235, -1.170, -0.874, -1.165, 1.309, 0.551, 0.369, -1.115, -0.618, -1.158, -0.360, 0.701, 0.485, 0.459, 0.404, 0.234, 0.430, 0.468, 0.418, 0.449, 0.460, 0.471, 0.646, -0.501, 0.554, -0.838, -0.378, -1.008, -0.352, 0.561, 0.515, 0.437, 0.489, 0.502, -0.590, -0.223, 0.489, -0.330, 0.226, 1.165, -0.830, -0.558, 0.305, 0.317, 0.164, 0.182, 0.185, -1.632, 1.217, -1.783, -1.664, -0.295, 0.204, 0.452, 0.357, 0.379, 0.496, 0.348, 0.355, 0.452, 0.324, 0.391, 0.250, 0.274, 0.152]}